The following is a quantum chemistry calculation of C6H8INO2S as an isolated structure at a distorted geometry, from the OMol25 dataset.

The frontier orbital gap (spin up / spin down) comes out at 7.3 / 7.3 eV. The calculation puts the LUMO energy (spin up / spin down) at -0.775 / -0.776 eV. The HOMO energy (spin up / spin down) is -8.112 / -8.112 eV.

XYZ file:
```
19
Properties=species:S:1:pos:R:3:forces:R:3:nbo_charge:R:1
C 0.367 1.665 0.174 -1.0093 0.2666 0.9207 0.318
C 0.661 -1.886 1.119 0.7305 0.6881 -1.2308 0.694
C 0.083 0.436 0.778 -0.2132 -1.6200 -1.6351 0.001
C -1.701 1.640 -0.378 -0.6555 0.1328 -0.4093 -0.334
C 1.863 -2.746 0.869 0.1105 -0.0624 -1.4655 -0.735
C -1.497 1.826 -1.872 -0.2344 -1.5751 -1.0985 -0.725
N 0.855 -0.663 0.438 -4.4017 0.4416 3.6847 -0.618
O 1.167 1.926 -0.671 1.4921 0.3234 -1.0959 -0.616
O -0.261 -2.006 1.856 -0.8867 -0.7655 0.8662 -0.547
S -1.035 2.756 0.689 0.2648 1.3585 0.8576 0.238
I -3.534 0.721 0.219 0.4118 0.0241 -0.2417 0.182
H -0.705 0.277 1.478 -0.0693 -0.0270 0.4485 0.259
H 2.037 -2.875 -0.274 0.4614 1.4150 1.8390 0.242
H 2.538 -2.176 1.562 0.5711 -0.9687 -1.3156 0.256
H 1.839 -3.795 1.060 -0.5758 -0.5614 1.3038 0.247
H -0.781 1.008 -2.116 -0.4771 0.3276 -0.4705 0.238
H -1.031 2.728 -2.275 0.0488 0.1926 0.9595 0.251
H -2.426 1.703 -2.505 0.8493 -0.2280 1.0653 0.244
H 1.562 -0.539 -0.151 3.5825 0.6378 -2.9823 0.406
```
Forces are in eV/Å.



The following is a quantum chemistry calculation of one molecule with the formula C3H5NO2 at a distorted geometry, from the OMol25 dataset.

The frontier orbital gap comes out at 9.5 eV. As for the SMILES: C=C(N)C(=O)O. The calculation puts the LUMO energy at 0.801 eV. The HOMO energy is -8.744 eV.

XYZ file:
```
11
Properties=species:S:1:pos:R:3:forces:R:3:nbo_charge:R:1
C 0.980 0.044 0.407 1.3170 2.9151 -2.0118 0.761
C -0.313 0.216 -0.387 0.4535 -2.3638 3.2232 0.071
N -1.039 1.340 -0.130 0.1274 0.5117 -0.5233 -0.802
C -0.803 -1.039 -0.464 -1.2026 0.1332 -1.8372 -0.429
O 1.828 -0.897 -0.050 -0.2877 -0.5572 0.0266 -0.688
O 1.342 0.893 1.193 -0.3628 -0.6168 0.5188 -0.618
H 2.687 -0.784 0.384 -0.3156 0.1267 0.1634 0.502
H -2.040 1.255 -0.033 0.2016 0.0201 -0.0116 0.387
H -0.583 2.057 0.411 -0.0586 -0.1111 0.0163 0.410
H -1.864 -1.206 -0.588 -0.2723 0.0116 -0.0253 0.183
H -0.195 -1.878 -0.743 0.4001 -0.0697 0.4609 0.224
```
Forces are in eV/Å.



The following is a quantum chemistry calculation of a 2-piece molecular cluster, C2H3IN overall at a distorted geometry, from the OMol25 dataset.

The frontier orbital gap (spin up / spin down) comes out at 6.2 / 6.7 eV. The calculation puts the LUMO energy (spin up / spin down) at -7.471 / -6.655 eV. Its net charge is +1. The HOMO energy (spin up / spin down) is -13.676 / -13.323 eV.

XYZ file:
```
7
Properties=species:S:1:pos:R:3:forces:R:3:nbo_charge:R:1
C -1.444 0.177 -0.694 -2.2319 0.0230 -0.1975 0.027
C 0.509 -0.397 0.611 -2.5146 0.9600 -0.6986 0.457
N -0.454 -0.003 0.066 3.7905 -1.3371 1.4367 -0.275
I 4.119 0.672 0.930 -0.0748 -0.0158 -0.0109 0.022
H -2.339 -0.342 -0.540 -0.9809 -1.3703 0.5983 0.238
H -1.617 0.973 -1.314 0.6822 2.1922 -1.6279 0.240
H 1.227 -1.079 0.941 1.3295 -0.4520 0.4999 0.291
```
Forces are in eV/Å.



The following is a quantum chemistry calculation of C16H41Br3O15S5 as an isolated structure at a distorted geometry, from the OMol25 dataset.

The frontier orbital gap comes out at 9.8 eV. The calculation puts the LUMO energy at -0.323 eV. The HOMO energy is -10.164 eV.

XYZ file:
```
80
Properties=species:S:1:pos:R:3:forces:R:3:mulliken_charge:R:1
O -3.819 3.882 4.279 1.0442 -0.3347 -0.2971 -0.627
S -2.457 3.497 3.983 2.0710 -0.3100 0.3398 1.053
O -1.599 4.322 3.117 -1.6728 -1.3878 1.6449 -0.568
O -1.617 3.283 5.412 -0.4094 0.4546 -1.3447 -0.320
C -2.352 3.140 6.643 -0.5258 0.1378 -0.1899 -0.272
C -3.234 1.886 6.766 0.1523 -0.1548 0.3818 -1.051
C -2.267 1.730 3.507 -0.5533 1.6586 0.3461 -0.657
H -2.927 4.061 6.734 -0.2029 -0.1737 0.3120 0.335
H -1.561 3.133 7.392 -0.1395 0.0190 0.0475 0.319
H -3.834 1.639 5.891 0.0837 0.2972 -0.0278 0.320
H -3.941 1.984 7.591 -0.0361 0.4287 0.0070 0.338
H -2.667 1.002 7.057 0.3090 -0.0065 -0.3314 0.324
H -3.021 1.590 2.734 0.4284 -0.4574 -0.1154 0.211
H -2.445 1.158 4.416 -0.2074 0.0125 -0.2891 0.382
H -1.215 1.651 3.235 -0.2322 -0.1047 -0.4639 0.142
O 1.701 0.149 -1.148 1.8988 -0.5390 -1.2643 -0.438
S 2.608 0.081 -2.296 -1.4571 0.7462 -2.6760 1.120
O 3.090 1.301 -2.927 -0.1114 -1.1524 1.3240 -0.704
O 3.835 -0.922 -2.019 -0.1189 1.0724 0.6244 -0.130
C 5.033 -0.855 -2.826 1.3788 -1.0095 -1.0432 -0.459
C 6.144 -1.677 -2.077 -1.7478 1.6050 -0.7291 -1.019
C 1.759 -0.894 -3.632 0.4689 0.4287 1.6066 -1.055
H 5.433 0.090 -3.198 -0.4783 0.9482 1.5194 0.376
H 4.837 -1.206 -3.841 -0.5195 -1.1728 0.1992 0.395
H 6.372 -1.063 -1.206 0.2582 -0.3736 0.1825 0.236
H 7.008 -1.712 -2.740 0.0033 -0.3888 0.1796 0.386
H 5.712 -2.635 -1.790 0.4654 -0.0786 -0.0594 0.280
H 0.809 -0.401 -3.838 -0.0220 -0.1511 0.2059 0.315
H 1.684 -1.847 -3.109 -0.5336 -0.1693 -0.4536 0.355
H 2.331 -0.983 -4.554 0.2953 0.2248 0.3174 0.359
O -0.068 2.439 -5.540 -1.8682 0.1214 0.1132 -0.609
S -1.456 2.385 -5.091 -0.2776 0.0812 0.5628 1.127
O -2.400 1.412 -5.672 1.9326 2.0327 1.5226 -0.604
O -1.387 2.145 -3.472 -0.5930 -0.3916 -1.3103 -0.198
C -0.540 2.940 -2.602 1.3416 -0.6718 0.4740 0.526
C -1.314 3.838 -1.700 -1.2240 0.9772 -0.5309 -1.439
C -2.224 4.113 -5.022 -0.1237 -1.6432 -1.0147 -0.972
H 0.303 3.383 -3.133 -0.2473 0.1050 -0.2888 0.506
H -0.088 2.250 -1.889 0.1386 -0.5970 -0.5642 -0.344
H -1.402 4.872 -2.034 0.2782 0.1054 0.0011 0.365
H -0.941 3.800 -0.677 -0.0632 0.0681 -0.1187 0.280
H -2.334 3.457 -1.763 -0.1381 0.0396 0.5323 0.331
H -1.390 4.798 -4.880 -0.3629 0.0485 0.3348 0.294
H -3.059 4.077 -4.323 0.7030 0.0259 0.7240 0.295
H -2.786 4.317 -5.934 0.6957 -0.1250 -0.5051 0.427
O 2.042 3.524 -0.063 0.2439 -0.5122 0.2505 -0.627
S 2.022 2.885 1.220 -1.0662 -0.0185 2.9191 1.207
O 0.935 1.923 1.533 2.4657 1.0856 -0.9539 -0.289
O 3.572 2.356 1.642 -1.9335 1.2645 -0.3725 -0.384
C 4.009 1.149 1.051 -0.9902 -2.1254 -0.1963 0.029
C 3.388 -0.036 1.812 0.0297 0.4178 -1.2621 -0.644
C 1.875 4.136 2.578 0.2149 0.2417 -1.9354 -1.112
H 5.093 1.047 1.066 -0.0270 0.7540 -0.0455 0.335
H 3.590 1.041 0.049 0.6468 0.4825 -0.2488 -0.079
H 2.368 -0.117 1.436 -0.3237 0.2738 0.8600 -0.125
H 3.507 0.169 2.875 -0.2352 -0.6741 0.0187 0.327
H 3.792 -0.965 1.407 0.6365 -0.1011 0.6279 0.384
H 1.940 3.683 3.566 -0.0390 0.0608 -0.2841 0.318
H 0.944 4.655 2.349 -0.5587 -0.7088 0.3706 0.322
H 2.554 4.961 2.366 0.7441 -0.4854 0.3383 0.391
O -4.167 -7.386 1.280 0.8359 -0.4928 -2.0101 -0.598
S -3.163 -7.770 0.293 0.2685 -0.1286 1.2574 1.131
O -3.184 -9.093 -0.370 -0.0154 2.9706 0.9721 -0.597
O -3.028 -6.520 -0.788 -0.6882 -2.0201 1.9228 -0.244
C -2.030 -6.736 -1.789 -1.0178 1.1461 -1.2309 -0.276
C -2.050 -5.350 -2.522 1.5457 -1.8889 0.7683 -0.988
C -1.573 -7.619 1.221 -0.8923 -0.8850 -0.4373 -0.990
H -2.380 -7.534 -2.444 0.2184 -0.1055 0.0157 0.312
H -1.085 -7.004 -1.318 0.1481 0.2046 -0.2482 0.353
H -1.495 -4.717 -1.831 -0.5109 0.6226 -0.2080 0.080
H -3.078 -5.063 -2.737 0.2606 0.1453 0.0436 0.369
H -1.425 -5.464 -3.408 -0.2787 0.2583 -0.2579 0.367
H -0.858 -8.182 0.621 0.3287 0.3438 0.2795 0.371
H -1.778 -8.151 2.150 -0.0494 -0.2877 -0.1776 0.374
H -1.295 -6.615 1.537 -0.1523 0.1084 -0.7007 0.311
C -1.294 -0.508 0.261 -1.3953 -0.0739 0.2459 0.452
Br -1.745 -1.379 1.992 0.2798 0.8801 -0.5601 -0.072
Br -2.327 1.232 -0.086 0.9870 -2.0231 0.4453 0.011
Br -1.751 -1.903 -1.052 0.4612 1.0259 0.1412 -0.060
H -0.235 -0.260 0.277 -0.2226 -0.0011 -0.2328 -0.293
```
Forces are in eV/Å.



The records above yield ΔE to the lowest compared entry with this formula, charge and spin values of 237.3, 138.6, 278.3, 352.2 kJ/mol, respectively.
The records above yield calculated total energy values of -1134.439408, -322.521526, -430.021898, -11475.610998 Eh, respectively.